C6H13N2O3Te4V as an isolated structure at a distorted geometry, computed with ωB97M-V/def2-TZVPD.

Each line ends with the natural charge from an NBO analysis.
Positions of all 29 atoms, in Å:
V -0.0941 -1.3080 -1.1889  0.572
N -1.7266 0.6907 -1.5397  -0.829
C -2.3259 0.7450 -0.2034  -0.198
C -2.9420 -0.6130 0.1279  -0.496
C -1.8483 -1.6338 -0.1241  0.698
O -0.9777 -1.7982 0.7605  -0.670
O -1.7873 -2.2126 -1.2474  -0.622
H -1.4045 1.6076 -1.8314  0.386
H -2.4176 0.3772 -2.2180  0.393
H -3.0879 1.5317 -0.1095  0.187
H -1.5326 0.9655 0.5215  0.180
H -3.7956 -0.8194 -0.5196  0.227
H -3.2387 -0.6442 1.1757  0.239
Te 0.3265 -0.9115 -3.6552  -0.142
Te 1.3992 -3.2566 -4.5145  -0.047
Te 2.9511 -3.7542 -2.3300  -0.095
Te 0.9966 -3.4485 -0.4812  -0.079
C 2.0295 2.2408 0.5891  -0.428
N 1.7694 1.0545 1.3754  -0.354
C 1.9182 1.1621 2.8076  -0.406
C 1.3352 -0.0703 0.8114  0.588
O 1.0784 -0.1987 -0.4023  -0.635
H 1.4333 3.0828 0.9477  0.210
H 1.7827 2.0400 -0.4513  0.247
H 3.0851 2.5069 0.6595  0.220
H 1.2209 1.9065 3.2010  0.211
H 2.9344 1.4666 3.0631  0.216
H 1.7129 0.2035 3.2795  0.229
H 1.2056 -0.9122 1.4966  0.199

Highest occupied orbital energy ... -6.4101 eV
Spin multiplicity ... 1